1 | {"formula": "C4H12N2", "method": "ωB97M-V/def2-TZVPD", "e_lumo_ha": -0.2557, "total_charge": 2, "orbital_gap_ev": 12.06, "homo_ha": -0.699, "species": ["C", "C", "C", "C", "N", "N", "H", "H", "H", "H", "H", "H", "H", "H", "H", "H", "H", "H"], "positions_angstrom": [[-0.24250, 1.05837, 0.81688], [-0.37621, 0.21722, -0.44924], [0.70466, -0.84545, -0.53341], [1.96862, -0.71369, -0.20134], [0.24042, -2.16194, -1.03556], [-1.43619, 1.96140, 1.05149], [-0.17894, 0.45516, 1.71317], [0.61079, 1.70451, 0.77781], [-1.38143, -0.21476, -0.47965], [-0.29122, 0.83075, -1.35283], [2.71222, -1.49506, -0.33501], [2.41473, 0.16558, 0.25055], [-0.32229, -2.12754, -1.89523], [-0.23245, -2.70984, -0.30764], [1.02308, -2.74846, -1.31081], [-1.21315, 2.67822, 1.74835], [-1.71303, 2.48136, 0.21065], [-2.28712, 1.46417, 1.33179]]}

***

2 | {"formula": "C4H12N2", "method": "ωB97M-V/def2-TZVPD", "e_lumo_ha": -0.3636, "total_charge": 2, "orbital_gap_ev": 8.82, "homo_ha": -0.688, "species": ["C", "C", "C", "C", "N", "N", "H", "H", "H", "H", "H", "H", "H", "H", "H", "H", "H", "H"], "positions_angstrom": [[0.82347, 0.18845, -0.28184], [0.07795, 0.80500, -1.42565], [-1.26731, 0.20751, -0.86105], [-1.75514, 0.37848, 0.38160], [-2.50917, -0.81301, 0.92991], [3.20197, 0.13002, 0.40330], [0.77460, -0.88806, -0.24976], [1.21759, 0.77628, 0.54742], [0.28157, 0.45456, -2.48534], [0.23500, 1.88081, -1.49106], [-1.78029, -0.58981, -1.49679], [-1.74186, 1.18695, 1.13973], [-3.30363, -1.08670, 0.26329], [-2.98902, -0.62015, 1.81126], [-2.01109, -1.70720, 1.18230], [3.96095, 0.76900, 0.40412], [3.48027, -0.72521, -0.16366], [3.30413, -0.34690, 1.39222]]}

***

3 | {"formula": "C4H12N2", "method": "ωB97M-V/def2-TZVPD", "e_lumo_ha": -0.3527, "total_charge": 2, "orbital_gap_ev": 8.68, "homo_ha": -0.672, "species": ["C", "C", "C", "C", "N", "N", "H", "H", "H", "H", "H", "H", "H", "H", "H", "H", "H", "H"], "positions_angstrom": [[0.46299, -0.44567, 0.24252], [0.39592, -0.24263, -1.22415], [-0.49814, 0.98904, -1.07911], [-1.55388, 0.83010, -0.16147], [-1.83346, 1.83380, 0.91374], [2.16215, -2.03704, 0.40162], [1.09618, 0.36953, 0.56477], [-0.19745, -1.19716, 0.91138], [1.24983, 0.00343, -1.82309], [-0.18292, -1.08117, -1.63189], [-0.59514, 1.92389, -1.79995], [-2.23788, 0.15622, -0.29212], [-1.12803, 2.51177, 0.75188], [-2.84595, 1.97358, 0.91707], [-1.71529, 1.32656, 1.82480], [2.63271, -2.00672, 1.32127], [1.69977, -2.89796, 0.21218], [3.08858, -2.00956, -0.04946]]}

***

4 | {"formula": "C4H12N2", "method": "ωB97M-V/def2-TZVPD", "e_lumo_ha": -0.3088, "total_charge": 2, "orbital_gap_ev": 12.87, "homo_ha": -0.782, "species": ["C", "C", "C", "C", "N", "N", "H", "H", "H", "H", "H", "H", "H", "H", "H", "H", "H", "H"], "positions_angstrom": [[-1.42823, -0.74060, 0.17544], [-0.04703, -0.18054, -0.16868], [0.18098, 1.05037, 0.72344], [2.50746, 1.36454, -0.12554], [1.41717, 1.79414, 0.35825], [-1.64049, -2.02875, -0.62242], [-2.25540, -0.06525, -0.01030], [-1.54858, -1.03880, 1.21551], [-0.00473, 0.17473, -1.19945], [0.68395, -0.97640, -0.01531], [0.25265, 0.83928, 1.78939], [-0.64065, 1.72794, 0.51246], [2.51566, 0.35934, -0.48377], [3.41105, 1.94288, -0.27675], [1.36555, 2.78365, 0.60984], [-1.01526, -1.99780, -1.43498], [-1.17554, -2.76243, -0.08340], [-2.57857, -2.24632, -0.96374]]}

***

Energy ordering: 1 at the bottom, the next structure 0.0062 hartree above.

***

1 | {"formula": "C3H7IN3", "method": "ωB97M-V/def2-TZVPD", "e_lumo_ha": -0.1354, "total_charge": 1, "orbital_gap_ev": 9.81, "homo_ha": -0.496, "species": ["C", "C", "C", "N", "N", "N", "I", "H", "H", "H", "H", "H", "H", "H"], "positions_angstrom": [[-0.37007, 0.13992, -0.61364], [0.64820, -0.44899, 1.46599], [1.63163, -0.91679, 0.40250], [-0.36219, 0.14800, 0.72581], [0.79079, -0.27277, -1.05487], [-1.31707, 0.64585, -1.40971], [2.17813, -3.05114, 0.04777], [0.50007, -1.28572, 2.22252], [1.07794, 0.30444, 2.15295], [2.55721, -0.42277, 0.32771], [-1.26377, 0.36127, 1.09017], [1.23927, -0.52971, -1.92051], [-2.22883, 1.08134, -1.15095], [-1.24472, 0.65771, -2.45808]]}

***

2 | {"formula": "C3H7IN3", "method": "ωB97M-V/def2-TZVPD", "e_lumo_ha": -0.1588, "total_charge": 1, "orbital_gap_ev": 9.01, "homo_ha": -0.490, "species": ["C", "C", "C", "N", "N", "N", "I", "H", "H", "H", "H", "H", "H", "H"], "positions_angstrom": [[-1.13846, 1.58142, -0.95417], [-0.02990, 0.06722, 0.26731], [0.96022, -2.07434, 0.15965], [-1.35677, 2.52318, -0.28086], [0.47841, 0.71195, 1.27693], [0.11067, -1.02557, -0.39374], [-1.44604, 0.93907, -2.86821], [1.74661, -2.42327, -0.47432], [0.28872, -2.88265, 0.51245], [1.41591, -1.57119, 0.99672], [-1.95026, 3.33946, -0.43967], [0.25466, 1.74284, 1.46238], [1.27584, 0.25221, 1.78438], [-0.60961, -1.18035, -1.04886]]}

***

Energy ordering: 1 at the bottom, the next structure 0.0683 hartree above.

***

1 | {"formula": "C3H5N2O", "method": "ωB97M-V/def2-TZVPD", "e_lumo_ha": -0.2064, "total_charge": 1, "orbital_gap_ev": 10.20, "homo_ha": -0.581, "species": ["C", "C", "C", "N", "N", "O", "H", "H", "H", "H", "H"], "positions_angstrom": [[-0.59534, -1.08549, -0.28731], [1.31561, 0.44814, -1.12605], [-0.39130, 0.68356, 0.88642], [-1.17526, -0.48687, 0.71242], [0.46797, 0.02202, -0.32905], [-0.67799, -2.05477, -0.93792], [1.93908, 1.33979, -0.93957], [1.71589, -0.33217, -1.70700], [-0.76523, 1.64086, 0.46314], [0.14690, 0.51650, 1.94882], [-1.98032, -0.69159, 1.31609]]}

***

2 | {"formula": "C3H5N2O", "method": "ωB97M-V/def2-TZVPD", "e_lumo_ha": [-0.2105, -0.2195], "total_charge": 1, "orbital_gap_ev": [8.24, 7.23], "homo_ha": [-0.513, -0.485], "species": ["C", "C", "C", "N", "N", "O", "H", "H", "H", "H", "H"], "positions_angstrom": [[1.45033, -0.01198, 0.27301], [-0.74558, 0.92017, -0.13216], [-0.68070, -1.43650, -0.03012], [0.70712, 1.00977, 0.19690], [1.48497, -1.18322, -0.00716], [-1.13450, -0.31089, 0.42624], [-1.21777, 1.72209, 0.46324], [-0.68538, 1.04865, -1.19225], [-1.03607, -2.30761, 0.56075], [0.84460, 1.99154, 0.25462], [2.19692, -1.98834, 0.27211]]}

***

3 | {"formula": "C3H5N2O", "method": "ωB97M-V/def2-TZVPD", "e_lumo_ha": [-0.2738, -0.2738], "total_charge": 1, "orbital_gap_ev": [5.71, 5.72], "homo_ha": [-0.484, -0.484], "species": ["C", "C", "C", "N", "N", "O", "H", "H", "H", "H", "H"], "positions_angstrom": [[-2.29646, 1.59056, 1.10989], [2.27366, -2.32522, -0.62060], [0.91388, -0.30427, -0.79536], [-1.37164, 1.51806, 0.25470], [1.28656, -1.49392, -0.62945], [0.32323, 0.66627, -1.03971], [-2.92545, 0.79199, 1.38496], [-2.81199, 2.38831, 1.57311], [2.21993, -3.30970, -0.36734], [3.28981, -1.94250, -0.88093], [-0.90154, 2.42042, 0.01072]]}

***

Energy ordering: 1 at the bottom, the next structure 0.0684 hartree above.

***

1 | {"formula": "CH5O2P", "method": "ωB97M-V/def2-TZVPD", "e_lumo_ha": [-0.0561, -0.0237], "total_charge": 0, "orbital_gap_ev": [8.27, 8.93], "homo_ha": [-0.360, -0.352], "species": ["C", "O", "O", "P", "H", "H", "H", "H", "H"], "positions_angstrom": [[1.51604, 0.28408, 0.10436], [0.36236, 0.91601, 0.05735], [-0.96639, -0.45262, 0.15824], [-2.22917, 0.35347, -0.03324], [1.72025, -0.38247, 0.86866], [2.24242, 1.02531, 0.21756], [1.93931, -0.05712, -0.90412], [-2.83284, -0.36904, -0.93989], [-2.95152, -0.17579, 0.89984]]}

***

2 | {"formula": "CH5O2P", "method": "ωB97M-V/def2-TZVPD", "e_lumo_ha": 0.0272, "total_charge": 0, "orbital_gap_ev": 11.48, "homo_ha": -0.395, "species": ["C", "O", "O", "P", "H", "H", "H", "H", "H"], "positions_angstrom": [[0.34378, 0.85770, 0.58226], [-2.59803, -0.06321, -1.75946], [-0.65920, 0.83993, -0.42923], [-1.32706, -0.42515, -1.18020], [0.06335, 1.33875, 1.63957], [1.28784, 1.41576, 0.32615], [0.75943, -0.17203, 0.76090], [-0.43810, -1.00231, -2.10177], [-1.41374, -1.47133, -0.13933]]}

***

Energy ordering: 2 at the bottom, the next structure 0.1907 hartree above.